{
  "formula": "C25H20BF2IN5O5ReS2",
  "method": "the ωB97M-V functional and the def2-TZVPD basis",
  "charge": 1,
  "relative_energy_kj_mol": 104.4,
  "orbital_gap_ev": [6.851, 6.062],
  "homo_ev": [-11.1, -10.8],
  "e_tot_ev": -81947.0596,
  "multiplicity": 2,
  "lumo_energy_ev": [-4.257, -4.748],
  "elements": ["Re", "C", "C", "N", "C", "C", "C", "O", "C", "C", "N", "C", "C", "C", "C", "C", "C", "I", "C", "O", "H", "H", "H", "H", "H", "H", "H", "H", "H", "H", "H", "H", "O", "S", "O", "N", "C", "O", "C", "C", "C", "C", "C", "C", "H", "H", "H", "H", "F", "B", "F", "S", "C", "N", "C", "C", "C", "N", "H", "H", "H", "H"],
  "xyz": [[-0.4767, 0.9595, -0.2475], [-3.0144, 2.8652, 3.1024], [-1.5839, 3.2948, 3.0649], [-1.1562, 4.1732, 3.9356], [0.1349, 4.5595, 3.9059], [1.0686, 4.0849, 3.0237], [2.4864, 4.5878, 3.0745], [2.9254, 5.1464, 1.8346], [0.6326, 3.1346, 2.0581], [1.5693, 2.6198, 1.1227], [1.3189, 1.8720, 0.0787], [2.4691, 1.6352, -0.7831], [3.5168, 2.5593, -0.8164], [4.6451, 2.3276, -1.5808], [4.7533, 1.1766, -2.3445], [3.6927, 0.2908, -2.3867], [2.5506, 0.5290, -1.6310], [0.8878, -0.6652, -2.0269], [-0.7031, 2.7540, 2.0821], [-1.2200, 1.8650, 1.2385], [-3.5078, 3.3447, 3.9417], [-3.0872, 1.7802, 3.2003], [-3.5256, 3.1371, 2.1780], [0.4188, 5.2962, 4.6515], [3.1826, 3.7777, 3.2969], [2.5788, 5.3122, 3.8857], [2.4677, 5.9821, 1.6938], [2.5929, 2.8897, 1.3024], [3.4537, 3.4867, -0.2660], [5.4427, 3.0579, -1.5764], [5.6447, 0.9814, -2.9254], [3.7456, -0.5870, -3.0180], [-2.8736, -2.8033, -4.1888], [-2.9257, -1.4301, -3.8155], [-2.5672, -0.4617, -4.8436], [-2.0226, -1.1081, -2.4830], [-2.7789, -0.5922, -1.5298], [-2.3107, -0.1716, -0.4042], [-4.2366, -0.5262, -1.8297], [-5.2735, -0.0915, -1.0294], [-6.5572, -0.1279, -1.5611], [-6.7900, -0.5845, -2.8532], [-5.7474, -1.0201, -3.6633], [-4.4821, -0.9750, -3.1179], [-5.0827, 0.2551, -0.0234], [-7.3936, 0.2004, -0.9584], [-7.8023, -0.6048, -3.2349], [-5.9258, -1.3815, -4.6668], [0.2336, -2.0608, 0.6291], [-0.4238, -0.9458, 0.9053], [-1.0838, -0.9162, 2.0479], [-1.3980, 2.0589, -2.1006], [-0.2601, 2.0845, -3.4333], [-0.6181, 1.4196, -4.5577], [0.1573, 1.3908, -5.6457], [1.3519, 2.0668, -5.6267], [1.6736, 2.7253, -4.4470], [0.8869, 2.7440, -3.3774], [-1.4853, 0.8219, -4.5550], [-0.2177, 0.8176, -6.4832], [2.0073, 2.0772, -6.4840], [2.6094, 3.2669, -4.3550]],
  "forces_ev_per_a": [[0.895, -1.245, -0.589], [-0.016, -0.103, -0.025], [0.051, -0.106, -0.186], [0.120, 0.045, 0.038], [0.068, 0.115, 0.094], [-0.084, -0.035, 0.001], [0.075, 0.054, -0.037], [-0.054, -0.082, 0.050], [-0.090, 0.225, 0.281], [-0.084, -0.143, -0.096], [0.407, -0.061, -0.147], [0.013, -0.053, -0.061], [-0.023, -0.104, -0.050], [0.070, 0.059, 0.005], [0.076, -0.009, -0.046], [-0.068, 0.029, 0.055], [0.201, 0.136, -0.049], [-0.139, 0.260, 0.324], [-0.277, -0.130, -0.132], [-0.703, 0.321, 0.912], [0.000, 0.017, 0.023], [0.002, 0.034, -0.009], [0.000, 0.001, -0.026], [-0.014, -0.037, -0.046], [0.011, -0.018, -0.023], [0.000, 0.000, 0.001], [-0.001, 0.003, 0.002], [0.221, 0.046, 0.046], [-0.020, 0.058, 0.036], [0.006, 0.000, -0.005], [-0.005, 0.006, 0.000], [-0.013, -0.004, 0.002], [0.039, -0.086, -0.014], [-0.069, -0.003, 0.207], [0.182, 0.252, -0.084], [-0.427, 0.228, 0.194], [0.790, -0.374, 0.321], [-0.808, 0.365, -0.476], [0.140, -0.095, -0.120], [0.004, 0.020, 0.051], [-0.043, 0.037, 0.078], [-0.084, -0.002, -0.026], [0.114, -0.009, 0.020], [-0.009, 0.003, 0.076], [-0.001, 0.008, 0.021], [0.010, -0.005, -0.004], [0.011, 0.001, 0.006], [0.023, 0.004, 0.008], [-0.185, -0.104, -0.022], [0.327, 0.197, -0.021], [-0.116, -0.095, 0.144], [-0.289, 0.536, -0.895], [0.065, -0.025, -0.096], [-0.365, -0.169, 0.226], [0.076, 0.060, -0.030], [-0.053, -0.096, -0.128], [0.096, 0.068, 0.036], [-0.185, -0.046, 0.157], [0.155, 0.072, 0.002], [0.017, 0.001, 0.011], [-0.013, -0.010, 0.008], [-0.025, -0.015, 0.006]],
  "mulliken_charge": [0.48, -1.14, 0.56, -0.63, -0.88, 0.46, -0.97, -0.47, 0.04, 0.14, 0.01, 0.23, -0.47, -0.94, -0.65, -0.68, 0.40, 0.22, 0.67, -0.74, 0.40, 0.30, 0.28, 0.35, 0.37, 0.42, 0.32, 0.98, 0.64, 0.43, 0.43, 0.44, -0.65, 1.09, -0.84, -0.25, 0.67, -0.63, 0.16, -0.53, -0.66, -0.47, -0.66, 0.09, 0.59, 0.41, 0.40, 0.49, -0.17, 0.59, -0.12, -0.64, 0.31, 0.32, 0.02, -0.82, -0.05, -0.21, 0.19, 0.48, 0.44, 0.45]
}

***

{
  "formula": "C25H20BiN5O4S",
  "method": "the ωB97M-V functional and the def2-TZVPD basis",
  "charge": 0,
  "relative_energy_kj_mol": 12.8,
  "orbital_gap_ev": 7.291,
  "homo_ev": -8.4,
  "e_tot_ev": -58565.7543,
  "lumo_energy_ev": -1.129,
  "elements": ["Bi", "C", "C", "C", "C", "N", "C", "N", "C", "N", "C", "N", "C", "C", "C", "C", "C", "N", "C", "C", "C", "C", "C", "C", "H", "H", "H", "H", "H", "H", "H", "H", "H", "H", "H", "H", "C", "C", "C", "C", "C", "C", "C", "H", "H", "H", "H", "H", "H", "H", "H", "O", "S", "O", "O", "O"],
  "xyz": [[0.3272, -0.1812, 0.5646], [0.2411, 0.9575, 5.1505], [0.3484, 2.3434, 5.2755], [0.4072, 3.0958, 4.1329], [0.3325, 2.4620, 2.8425], [0.2409, 1.0837, 2.7641], [0.2960, 0.3716, 3.9169], [0.3581, 3.2250, 1.7289], [0.0502, 2.8808, 0.5101], [-0.6905, 1.7648, 0.1240], [-1.1169, 1.9355, -1.2156], [-2.0228, 1.3001, -1.8555], [-2.3238, -0.0572, -1.7719], [-3.0445, -0.6028, -2.8801], [-3.4850, -1.9010, -2.7946], [-3.3984, -2.5522, -1.5458], [-2.6084, -1.9806, -0.5468], [-1.9967, -0.7984, -0.6724], [-0.5353, 3.2055, -1.6805], [-0.8326, 3.9436, -2.8393], [-0.2743, 5.2082, -2.9664], [0.4503, 5.7848, -1.9156], [0.6108, 5.0886, -0.7072], [0.1210, 3.8044, -0.6015], [0.2169, 0.2788, 6.0040], [0.4071, 2.8291, 6.2649], [0.5239, 4.1749, 4.1716], [0.2974, -0.7067, 3.8253], [-3.1169, 0.0403, -3.7386], [-3.8228, -2.4347, -3.6589], [-3.8880, -3.5423, -1.4136], [-2.4769, -2.5544, 0.3733], [-1.4320, 3.5192, -3.6339], [-0.3725, 5.7270, -3.9194], [0.9389, 6.7457, -2.0395], [1.1377, 5.5438, 0.1542], [1.1478, -4.7825, 2.1862], [1.2408, -4.4364, 0.7053], [0.5627, -5.1980, -0.2712], [0.6006, -4.8691, -1.6231], [1.2316, -3.6989, -2.0448], [1.9279, -2.9529, -1.1076], [1.9051, -3.3106, 0.2570], [1.2133, -5.8667, 2.3665], [0.1773, -4.4788, 2.6462], [1.9164, -4.2492, 2.7451], [-0.0245, -6.1115, 0.0132], [0.2077, -5.5565, -2.3344], [1.2441, -3.4453, -3.1257], [2.4975, -2.1231, -1.4990], [2.5582, -2.7286, 0.9257], [3.5515, -0.0327, -1.5023], [2.4183, 0.8045, -1.1234], [1.0638, 0.1077, -1.4785], [2.3284, 0.7752, 0.4376], [2.3645, 2.1508, -1.5786]],
  "forces_ev_per_a": [[-0.240, 0.654, 0.064], [0.507, -0.756, 0.790], [-0.108, 0.173, 0.287], [0.032, -0.101, -1.099], [-0.520, -1.591, 0.793], [0.780, 1.009, 0.499], [-0.715, 0.748, -0.829], [0.625, 0.479, -1.127], [-0.926, -0.018, 1.841], [0.915, -1.237, -0.138], [-0.345, 0.562, 0.936], [1.211, -1.003, -1.393], [-0.733, 0.266, 0.717], [1.056, 0.305, 1.294], [0.331, -0.034, 0.990], [0.089, -0.422, -0.314], [-0.526, -0.854, -0.528], [-0.478, 0.634, -0.749], [-1.253, 1.417, -0.196], [0.569, -0.710, 0.563], [0.265, 0.123, -0.008], [0.111, -0.671, 0.299], [0.596, 0.760, 0.449], [-0.137, 0.192, -1.411], [0.028, 0.423, -0.057], [-0.110, -0.367, -0.642], [-0.051, -0.203, -0.150], [-0.019, -0.092, -0.088], [-0.131, -0.079, -0.243], [-0.588, -0.054, -0.264], [0.641, 0.873, 0.040], [0.256, 0.324, -0.126], [0.040, -0.094, 0.063], [-0.074, 0.049, 0.317], [-0.231, -0.032, 0.012], [-0.374, -0.307, -0.686], [-0.538, 0.015, -0.031], [-1.203, -0.374, -0.047], [-0.376, -0.819, 0.373], [0.359, 0.521, 0.743], [0.062, -0.506, -0.484], [-0.306, -0.130, -0.057], [1.110, 0.697, -0.583], [0.217, 0.381, -0.111], [0.491, -0.070, -0.537], [0.128, -0.204, 0.020], [0.787, 0.906, -0.094], [-0.558, -0.279, -0.445], [0.092, -0.078, 0.945], [0.151, 0.248, 0.465], [-0.430, -0.248, -0.100], [-1.300, 0.888, -0.002], [1.414, -1.327, 0.157], [0.188, -0.235, 0.251], [-0.996, -0.309, -0.029], [0.217, 0.554, -0.343]],
  "mulliken_charge": [1.80, -0.69, -0.26, -0.65, 0.15, -0.11, -0.16, -0.48, 0.80, -0.47, 0.15, -0.51, 0.29, -0.66, -0.34, -0.59, -0.20, -0.07, 0.48, -0.65, -0.45, -0.78, -0.05, -0.08, 0.36, 0.38, 0.45, 0.39, 0.44, 0.45, 0.33, 0.40, 0.48, 0.38, 0.38, 0.44, -1.45, 0.64, -0.38, -0.53, -0.57, -0.46, -0.36, 0.40, 0.24, 0.37, 0.30, 0.45, 0.41, 0.50, 0.49, -0.63, 1.14, -0.63, -0.71, -0.55]
}